This record from the Open Molecules 2025 dataset describes a cluster of 18 separate species, C80H207N11O29 in total at a distorted geometry. The level of theory is ωB97M-V/def2-TZVPD.

Each line ends with the Mulliken charge.
Geometry (Å):
C (2.97244, 4.05466, -7.24561)  -0.704
O (3.53534, 3.88370, -5.97042)  -0.251
C (4.58668, 2.96211, -6.00859)  -0.789
C (5.04739, 2.58751, -4.63378)  0.335
N (6.21597, 1.74478, -4.77363)  -0.356
C (6.70901, 1.37474, -3.43275)  -0.153
C (7.29574, 2.48027, -2.71611)  -0.768
O (6.38596, 3.21059, -1.99289)  0.122
C (7.03331, 4.26435, -1.32776)  -1.124
H (2.33005, 4.99873, -7.21332)  0.257
H (2.28137, 3.27073, -7.52106)  0.171
H (3.73586, 4.18065, -8.01728)  0.352
H (5.49917, 3.30728, -6.60515)  0.262
H (4.39367, 2.05492, -6.51386)  0.544
H (4.29610, 1.94122, -4.01786)  -0.423
H (5.16167, 3.59257, -4.15317)  0.211
H (6.97345, 2.11617, -5.35287)  0.329
H (7.38470, 0.55313, -3.61123)  0.601
H (5.91777, 0.87834, -2.82438)  -0.376
H (7.86147, 3.18717, -3.43986)  0.225
H (8.10235, 2.13048, -2.00854)  0.466
H (7.36903, 4.96151, -2.08202)  0.467
H (7.80736, 4.01557, -0.60814)  0.409
H (6.33652, 4.84619, -0.72338)  0.196
C (-3.74840, 2.75073, -1.93460)  0.095
O (-3.99817, 2.67951, -3.33006)  -0.520
C (-3.03687, 3.30248, -4.21545)  -0.609
C (-2.38880, 2.34016, -5.09501)  -0.819
N (-1.89028, 1.16166, -4.33609)  1.010
C (-1.51939, 0.08192, -5.21976)  -1.000
C (-0.24137, 0.31639, -6.06713)  1.376
O (-0.53004, 0.29622, -7.46308)  -0.471
C (0.67001, 0.02261, -8.10686)  0.007
H (-2.72785, 2.59390, -1.71000)  -0.269
H (-4.32488, 1.96039, -1.44434)  0.225
H (-3.96588, 3.75171, -1.52352)  0.258
H (-2.31336, 3.78678, -3.58069)  0.037
H (-3.56243, 4.07973, -4.79114)  0.462
H (-1.53804, 2.82563, -5.67932)  0.278
H (-2.98516, 2.01106, -5.91981)  0.609
H (-2.61552, 0.92505, -3.67099)  -0.031
H (-2.40268, -0.25531, -5.85500)  0.350
H (-1.33741, -0.80120, -4.54983)  -0.412
H (0.48167, -0.55473, -5.86250)  -1.189
H (0.27287, 1.24355, -5.78924)  0.543
H (1.50132, 0.54457, -7.67792)  -0.034
H (0.61456, 0.26552, -9.17579)  0.422
H (0.96746, -1.04230, -7.98648)  -0.375
C (1.03931, -3.37509, -3.24800)  0.875
O (0.88382, -2.32364, -2.27115)  0.321
C (2.12045, -1.62650, -2.05987)  0.464
C (1.87910, -0.44902, -1.13474)  -1.082
N (1.50374, -0.78644, 0.19607)  1.714
C (1.71046, 0.34476, 1.12259)  -0.144
C (0.48274, 1.25399, 1.38771)  -0.288
O (-0.57789, 0.40392, 1.80453)  1.543
C (-1.70994, 1.10850, 2.29617)  -1.831
H (1.99178, -3.90867, -3.09462)  -0.430
H (1.00828, -2.81307, -4.12614)  -0.285
H (0.15912, -4.08812, -3.16614)  -0.092
H (2.55206, -1.31612, -2.98281)  -0.524
H (2.83114, -2.32875, -1.56320)  -0.325
H (1.15730, 0.25839, -1.62564)  -0.280
H (2.85591, -0.01046, -1.20214)  1.035
H (0.56002, -1.17547, 0.25168)  -1.125
H (2.53086, 0.92215, 0.73840)  -0.117
H (2.05014, -0.03816, 2.09825)  -0.491
H (0.24352, 1.74322, 0.45224)  -0.089
H (0.79252, 1.82618, 2.20993)  0.368
H (-1.53249, 1.81995, 3.10897)  0.692
H (-2.43553, 0.35549, 2.60666)  -0.327
H (-2.16705, 1.74917, 1.58063)  1.129
C (2.52805, 4.62480, 1.63578)  -0.275
O (3.08834, 3.37835, 1.92854)  0.265
C (4.36588, 3.28475, 1.32215)  -0.766
C (5.08118, 2.01872, 1.66795)  0.551
N (5.18378, 1.92342, 3.10739)  -0.444
C (5.46794, 0.55221, 3.44880)  1.030
C (5.22655, 0.22654, 4.87492)  -1.188
O (3.91815, -0.07229, 5.24498)  -0.190
C (3.47903, -1.32365, 4.71247)  -0.642
H (1.50711, 4.68619, 2.09428)  -0.256
H (2.48384, 4.66172, 0.51318)  0.114
H (3.16633, 5.49183, 2.06524)  0.331
H (4.99540, 4.14996, 1.62968)  0.537
H (4.27578, 3.35094, 0.24036)  0.206
H (6.09111, 1.92692, 1.15358)  0.288
H (4.54899, 1.14772, 1.34601)  -0.603
H (4.23898, 2.16037, 3.44903)  0.170
H (6.53386, 0.32299, 3.09416)  0.253
H (4.96290, -0.18269, 2.79151)  -0.609
H (5.56485, 1.05653, 5.51997)  0.318
H (5.80639, -0.62912, 5.17146)  0.504
H (4.16642, -2.10439, 4.92409)  0.517
H (3.45178, -1.21906, 3.60003)  0.046
H (2.51283, -1.61841, 5.10628)  0.127
C (-3.60442, -1.70157, -3.12860)  -1.036
O (-3.02973, -0.55736, -2.43912)  -0.407
C (-2.10394, -0.73197, -1.37054)  1.726
C (-2.64078, -1.34183, -0.15069)  0.175
N (-2.63505, -2.82930, -0.20402)  -0.153
C (-1.37817, -3.42128, 0.15357)  0.882
C (-1.52979, -4.89616, 0.13955)  -0.555
O (-0.16874, -5.36928, 0.27958)  0.232
C (-0.07451, -6.75582, 0.29119)  -1.088
H (-3.47152, -1.55865, -4.13077)  0.422
H (-4.64400, -1.82087, -2.86884)  0.388
H (-2.99736, -2.59926, -2.87696)  0.136
H (-1.72617, 0.28116, -1.05660)  -0.708
H (-1.30667, -1.40400, -1.67831)  -0.692
H (-3.67629, -1.00472, 0.00380)  0.705
H (-2.10606, -1.04141, 0.76802)  -0.968
H (-3.32382, -3.07220, 0.46821)  0.333
H (-0.96757, -3.12740, 1.06884)  -0.775
H (-0.60575, -3.18677, -0.57232)  -0.025
H (-1.91440, -5.18142, -0.89226)  0.033
H (-2.14545, -5.26656, 1.01156)  0.382
H (0.96450, -7.11336, 0.53213)  0.166
H (-0.40075, -7.06062, -0.67208)  0.402
H (-0.67995, -7.09629, 1.15744)  0.276
C (-0.90457, 5.09695, 9.95051)  -0.803
O (-1.94752, 4.50154, 9.21256)  -0.330
C (-2.24310, 5.19141, 7.99439)  -0.380
C (-3.52022, 4.43501, 7.50554)  -0.284
N (-3.18862, 3.01156, 7.31744)  0.096
C (-4.39033, 2.17823, 7.06022)  -0.483
C (-4.17542, 0.65288, 7.09051)  0.363
O (-3.48516, 0.23727, 8.29636)  -0.373
C (-3.48607, -1.18690, 8.43564)  -0.570
H (-0.81228, 4.51893, 10.88223)  0.261
H (-1.23915, 6.13957, 10.21140)  0.283
H (0.03405, 5.16685, 9.41923)  0.296
H (-1.44009, 5.17295, 7.27445)  -0.311
H (-2.33072, 6.25059, 8.20127)  0.645
H (-3.90555, 4.82563, 6.51998)  -0.079
H (-4.27436, 4.56361, 8.25389)  0.558
H (-2.69274, 2.80171, 8.19230)  0.289
H (-4.80649, 2.36887, 6.05653)  -0.487
H (-5.18512, 2.42628, 7.85497)  0.344
H (-3.62945, 0.33228, 6.14968)  -0.422
H (-5.20388, 0.18752, 7.09406)  0.678
H (-2.88990, -1.52725, 9.31537)  0.260
H (-2.99121, -1.59970, 7.57883)  0.013
H (-4.47685, -1.59830, 8.51762)  0.387
C (0.09932, -1.05759, 8.52351)  -0.832
O (-0.26904, -1.51938, 7.23803)  -0.580
C (-0.40855, -0.47629, 6.31002)  0.399
C (-0.80406, -0.94789, 4.93257)  0.178
N (-2.11977, -1.51299, 4.78310)  0.277
C (-2.27422, -2.25892, 3.55085)  0.558
C (-3.57358, -3.03966, 3.71844)  -0.514
O (-3.81774, -3.79373, 2.57387)  -0.084
C (-5.00276, -4.52294, 2.58978)  -0.876
H (0.09330, -1.88271, 9.28723)  0.277
H (-0.44749, -0.20339, 8.88485)  0.301
H (1.14704, -0.79489, 8.55854)  0.300
H (0.45507, 0.11193, 6.21774)  0.437
H (-1.14897, 0.25727, 6.69002)  -0.204
H (-0.01054, -1.62034, 4.50680)  -0.091
H (-0.72497, -0.06113, 4.30828)  -0.789
H (-2.29086, -2.14299, 5.58636)  0.173
H (-1.33662, -2.78034, 3.38473)  0.730
H (-2.34385, -1.63260, 2.61350)  -0.887
H (-4.36834, -2.27721, 3.81470)  -0.044
H (-3.67967, -3.65105, 4.59136)  0.461
H (-4.86318, -5.27606, 1.81225)  0.216
H (-5.89266, -3.80251, 2.44712)  0.224
H (-5.07434, -5.12548, 3.49148)  0.375
C (-8.24716, 4.46698, -0.69627)  -0.748
O (-7.65220, 3.50534, 0.13361)  -0.427
C (-6.28600, 3.78400, 0.32929)  -1.038
C (-5.54069, 2.71070, 1.01432)  -0.487
N (-5.97675, 2.32623, 2.34718)  0.552
C (-5.31789, 1.09504, 2.76817)  0.850
C (-5.99368, 0.45418, 3.93383)  -0.438
O (-7.29892, -0.02934, 3.41636)  -0.520
C (-8.17107, -0.34345, 4.47404)  -0.808
H (-8.10908, 5.43203, -0.29302)  0.348
H (-9.31884, 4.41161, -0.78196)  0.278
H (-7.71317, 4.38711, -1.71246)  0.216
H (-6.19789, 4.66380, 0.98837)  0.184
H (-5.91376, 4.04760, -0.59670)  0.701
H (-4.51415, 3.05026, 1.13155)  0.057
H (-5.55565, 1.82688, 0.41056)  0.418
H (-6.96969, 2.09379, 2.29614)  0.275
H (-4.28975, 1.45017, 3.00877)  -1.017
H (-5.23868, 0.31543, 1.96322)  0.075
H (-6.17130, 1.14635, 4.73384)  0.191
H (-5.45280, -0.38484, 4.33106)  0.159
H (-8.63354, 0.54948, 4.94718)  0.260
H (-7.81423, -1.01638, 5.26563)  0.296
H (-9.02862, -0.88561, 4.06833)  0.348
C (-1.46611, 4.76916, 1.12481)  -0.358
O (-2.62529, 4.68141, 1.89089)  -0.100
C (-2.22550, 4.78119, 3.29269)  0.156
C (-2.14559, 6.12989, 4.01401)  -1.127
N (-3.50087, 6.58022, 4.28310)  0.444
C (-3.59445, 7.98180, 4.83556)  -0.836
C (-5.03394, 8.32862, 5.05994)  -0.542
O (-5.68737, 8.40562, 3.75989)  -0.336
C (-6.92159, 8.90215, 3.75537)  -0.901
H (-0.80522, 3.87301, 1.29903)  -0.047
H (-0.96156, 5.66370, 1.29331)  0.583
H (-1.85264, 4.75269, 0.06112)  0.016
H (-1.12699, 4.41055, 3.33290)  0.025
H (-2.85493, 4.14824, 3.82563)  0.182
H (-1.47601, 6.79839, 3.43885)  0.257
H (-1.62290, 5.93009, 4.94979)  0.276
H (-4.03594, 6.29683, 3.43654)  0.034
H (-3.21296, 8.72154, 4.17910)  0.407
H (-3.05407, 8.10929, 5.78356)  0.333
H (-5.28516, 9.25010, 5.55923)  0.590
H (-5.40556, 7.52725, 5.65734)  0.247
H (-7.46642, 8.54017, 2.92065)  0.296
H (-7.06602, 9.99558, 3.60707)  0.282
H (-7.46824, 8.64903, 4.64150)  0.385
C (6.88119, -4.29880, 0.56468)  -0.613
O (6.74733, -4.11795, -0.85289)  -0.270
C (6.62324, -2.74973, -1.16448)  -0.213
C (6.08321, -2.64577, -2.58154)  0.669
N (6.98612, -3.06518, -3.63898)  -0.438
C (6.24176, -3.36557, -4.88710)  0.447
C (7.09313, -4.13229, -5.91461)  -1.020
O (7.28552, -5.45060, -5.48783)  -0.241
C (8.53892, -5.94174, -5.94944)  -0.848
H (7.76775, -3.83384, 0.91004)  0.366
H (6.85716, -5.30547, 0.82056)  0.279
H (6.05375, -3.73100, 1.04041)  -0.018
H (7.61116, -2.36140, -1.07884)  0.520
H (5.91999, -2.28394, -0.37833)  -0.230
H (5.70191, -1.59687, -2.63920)  -0.531
H (5.20327, -3.25176, -2.59414)  -0.088
H (7.33170, -3.94645, -3.35085)  0.455
H (6.03291, -2.42913, -5.40720)  0.018
H (5.25488, -3.83567, -4.77243)  -0.165
H (8.02793, -3.68444, -6.15879)  0.596
H (6.51785, -4.21277, -6.82842)  0.358
H (9.34911, -5.61598, -5.29100)  0.348
H (8.85814, -5.48937, -6.91797)  0.340
H (8.54441, -7.02535, -6.00103)  0.222
C (-2.70318, -5.42369, -4.22893)  -0.510
O (-1.78319, -6.47916, -4.12632)  -0.273
C (-1.30372, -7.02849, -5.32232)  -0.095
C (-0.21510, -8.12118, -5.09189)  -1.276
N (1.04813, -7.66233, -4.63405)  0.105
C (1.10188, -7.66470, -3.17347)  -0.591
C (2.41865, -7.08502, -2.65360)  0.401
O (3.53601, -7.87068, -2.88914)  -0.530
C (4.69604, -7.46452, -2.19752)  -0.408
H (-2.82713, -5.09345, -3.21391)  0.068
H (-3.64359, -5.74478, -4.68505)  0.451
H (-2.28783, -4.58231, -4.80011)  0.018
H (-0.80258, -6.29130, -5.96710)  -0.121
H (-2.15352, -7.44712, -5.86837)  0.601
H (-0.18650, -8.65944, -6.04514)  0.626
H (-0.69982, -8.82018, -4.37524)  0.244
H (1.76158, -8.27253, -5.07351)  0.320
H (0.85807, -8.73881, -2.92757)  0.511
H (0.33326, -6.98593, -2.77151)  -0.122
H (2.32462, -6.99769, -1.55521)  0.124
H (2.54853, -6.06943, -3.06282)  -0.148
H (4.91993, -6.40504, -2.44714)  -0.014
H (5.65077, -7.94504, -2.56074)  0.302
H (4.60077, -7.53275, -1.12766)  0.326
C (3.08199, -2.00187, -6.50089)  -1.509
C (3.63094, -0.78324, -5.69032)  1.309
O (4.79552, -0.33555, -6.38148)  -0.779
H (3.00172, -1.70668, -7.55646)  0.313
H (2.07425, -2.23921, -6.10252)  0.304
H (3.71230, -2.83720, -6.28808)  0.372
H (3.87509, -1.09925, -4.64636)  -0.648
H (2.94696, 0.08176, -5.61667)  0.231
H (5.47973, 0.11854, -5.83171)  0.415
C (2.29786, -4.80783, -8.11255)  -1.076
C (2.35225, -5.33398, -6.72675)  0.384
O (1.15479, -4.93357, -6.07640)  0.199
H (3.09887, -5.22067, -8.70883)  0.450
H (2.45062, -3.69934, -8.12311)  -0.024
H (1.36189, -5.06396, -8.60922)  0.339
H (3.24624, -4.99759, -6.19453)  -0.280
H (2.39968, -6.38381, -6.63629)  0.482
H (1.07806, -5.42789, -5.25489)  -0.874
C (1.41514, 4.22653, -2.24692)  -1.089
C (0.69804, 3.16139, -2.98675)  0.629
O (-0.05264, 2.35615, -2.09525)  0.241
H (0.76125, 4.80982, -1.58132)  0.186
H (1.71885, 4.95280, -3.04114)  0.482
H (2.29169, 3.83328, -1.71213)  -0.094
H (1.40165, 2.57589, -3.65268)  -0.299
H (0.01146, 3.64275, -3.71350)  0.052
H (-0.55631, 1.69161, -2.71504)  -0.463
C (-7.88971, 4.90559, 4.01205)  -0.792
C (-7.25932, 4.24710, 5.16539)  -0.404
O (-5.93073, 3.77110, 4.90154)  0.162
H (-7.13683, 5.57339, 3.52625)  0.018
H (-8.74205, 5.67546, 4.23323)  0.326
H (-8.21724, 4.12181, 3.33378)  0.223
H (-7.80844, 3.39915, 5.55060)  0.287
H (-7.22200, 4.91864, 6.05698)  0.280
H (-5.92843, 3.43940, 3.99527)  -0.149
C (2.88523, -4.51598, 0.80308)  -0.778
C (3.28787, -3.33496, 1.64275)  -0.182
O (3.83994, -2.21876, 0.91611)  -0.108
H (2.24050, -4.19928, 0.03693)  -0.073
H (2.45962, -5.22206, 1.49490)  0.487
H (3.79148, -5.00934, 0.41762)  0.103
H (4.04861, -3.67974, 2.37826)  0.603
H (2.41077, -3.03255, 2.24944)  -0.088
H (3.07710, -1.61899, 0.62984)  -0.500
C (1.77851, 3.12899, 5.68962)  -1.069
C (0.45917, 3.43436, 6.36379)  -0.343
O (-0.59956, 2.85377, 5.73390)  0.255
H (1.51790, 3.11475, 4.64814)  0.023
H (2.06050, 2.11980, 5.89630)  0.215
H (2.56123, 3.82976, 6.04425)  0.437
H (0.48700, 4.53252, 6.45524)  0.332
H (0.50778, 3.05997, 7.38117)  0.306
H (-1.49846, 3.00295, 6.08569)  -0.333
C (-2.58489, -2.63388, -7.42586)  -0.874
C (-1.15730, -3.22188, -7.52039)  -0.448
O (-0.50121, -3.01562, -6.29444)  1.446
H (-2.97788, -2.82017, -6.39657)  0.027
H (-3.25352, -2.95031, -8.25819)  0.407
H (-2.42242, -1.53803, -7.51630)  0.178
H (-0.65004, -2.73773, -8.36836)  0.338
H (-1.17647, -4.31345, -7.80891)  0.346
H (0.23079, -3.69572, -6.25225)  -0.607

Atoms 1-3, force components in eV/Å:
-1.2 2.0 0.0
0.2 -0.2 -0.1
1.3 0.0 -0.5

- Spin multiplicity: 1
- E: -162065.5340 eV
- Relative energy (zero: lowest compared OMol25 entry of this formula, charge and spin): 0.0000 eV
- Frontier orbital gap: 9.1595 eV
- F_max: 3.97 eV Å⁻¹